Entry 1:
C2H2Cl3P | ωB97M-V with the def2-TZVPD basis set

The orbital gap comes out at 10.02 eV. The highest occupied orbital energy is -9.984 eV. The structure (SMILES) is C=C(Cl)P(Cl)Cl.

Geometry as XYZ:
```
8
Properties=species:S:1:pos:R:3:forces:R:3
C -1.139 -0.072 -0.442 1.34 -5.32 3.02
C -0.120 -0.481 0.345 -1.55 -0.45 -0.34
Cl -0.046 -2.133 1.032 -0.35 0.72 -0.41
P 1.386 0.358 0.841 0.61 -1.14 0.73
Cl 0.686 2.187 0.777 -0.64 2.26 0.18
Cl 2.189 0.266 -0.995 1.05 -0.15 -1.14
H -1.847 -0.896 -0.582 -0.27 0.83 -0.37
H -1.109 0.772 -0.976 -0.19 3.25 -1.68
```
Positions in Å, forces in eV/Å.



Entry 2:
C7H10O | ωB97M-V with the def2-TZVPD basis set

The orbital gap comes out at 10.65 eV. The highest occupied orbital energy is -9.644 eV. The structure (SMILES) is c1ccccc1.CO.

Geometry as XYZ:
```
18
Properties=species:S:1:pos:R:3:forces:R:3
C 0.950 0.743 -1.220 -0.08 -0.09 -0.12
C 1.188 -0.630 -1.213 -0.22 0.15 0.99
C 1.278 -1.288 0.012 0.15 0.22 0.51
C 1.181 -0.586 1.223 0.35 0.73 -0.24
C 0.980 0.810 1.212 -0.10 -1.13 -2.15
C 0.844 1.468 -0.046 0.18 -1.08 1.46
H 0.811 1.242 -2.164 0.09 0.15 -0.19
H 1.280 -1.178 -2.127 -0.01 -0.18 -0.38
H 1.452 -2.355 0.084 0.00 -0.02 -0.28
H 1.369 -1.125 2.160 -0.36 0.30 -0.36
H 0.884 1.343 2.118 0.01 0.57 0.82
H 0.659 2.524 -0.065 -0.07 0.35 -0.07
C -2.828 0.365 0.012 -1.13 0.27 -1.05
O -2.207 -0.891 0.026 1.18 0.04 0.03
H -3.916 0.190 -0.101 0.53 0.10 0.07
H -2.687 0.944 0.912 0.25 0.16 0.46
H -2.506 0.970 -0.860 -0.10 -0.16 0.37
H -1.246 -0.715 -0.053 -0.67 -0.40 0.13
```
Positions in Å, forces in eV/Å.



Entry 3:
C24H35GeIIrN3Si2 | ωB97M-V with the def2-TZVPD basis set

The orbital gap (alpha / beta) comes out at 2.98 / 2.97 eV. The highest occupied orbital energy (alpha / beta) is 1.342 / 1.345 eV. Its charge is -2.

Geometry as XYZ:
```
67
Properties=species:S:1:pos:R:3:forces:R:3
Ir -0.857 0.263 -0.235 1.01 0.24 1.69
C -1.626 1.668 3.168 0.35 -0.42 -0.51
Si -0.776 0.237 2.130 -0.38 -0.69 -0.21
C -1.395 -1.320 3.121 0.30 0.53 -0.40
C 1.075 0.351 2.691 -0.58 0.05 -0.32
C 1.428 0.411 4.031 0.03 0.04 0.36
C 2.752 0.458 4.434 0.04 0.00 0.23
C 3.751 0.438 3.477 0.28 0.02 0.04
C 3.409 0.388 2.136 0.36 0.00 0.01
C 2.085 0.346 1.723 -0.16 0.15 -0.66
Si 1.578 0.338 -0.147 -0.44 -1.26 0.39
C 2.589 1.827 -0.907 -0.63 -0.23 0.23
C 2.641 -1.088 -0.942 -0.39 0.44 0.33
H -1.464 1.549 4.237 0.16 -0.13 0.22
H -2.697 1.680 2.999 -0.25 -0.08 -0.16
H -1.249 2.644 2.879 0.06 0.27 -0.04
H -1.195 -1.247 4.189 0.11 0.18 0.32
H -0.908 -2.216 2.747 0.05 -0.11 -0.15
H -2.464 -1.454 2.988 -0.23 -0.02 -0.14
H 0.652 0.427 4.786 -0.12 -0.02 0.10
H 3.007 0.509 5.488 -0.01 -0.01 0.00
H 4.793 0.468 3.781 0.05 0.00 -0.02
H 4.198 0.381 1.393 0.14 0.00 -0.10
H 3.652 1.602 -0.980 0.10 -0.19 0.09
H 2.479 2.737 -0.326 -0.03 0.23 0.12
H 2.231 2.040 -1.911 -0.10 0.06 -0.29
H 3.709 -0.896 -0.858 0.22 0.14 0.04
H 2.407 -1.181 -2.000 -0.06 -0.02 -0.27
H 2.439 -2.042 -0.475 -0.14 -0.21 0.10
N -1.205 2.826 -2.719 -0.27 0.39 -0.29
C -0.957 1.572 -3.242 0.46 -1.72 1.38
C -1.069 1.464 -4.625 0.07 -0.14 -0.96
C -0.773 0.277 -5.278 0.25 -0.54 1.45
C -0.370 -0.808 -4.461 -0.29 0.83 -1.74
C -0.353 -0.650 -3.108 0.01 0.19 1.01
N -0.646 0.495 -2.452 -0.55 0.89 -2.01
C -0.953 3.453 -1.525 0.66 -0.83 1.31
C -1.313 4.800 -1.416 -0.06 0.50 0.08
C -1.021 5.501 -0.263 0.49 -0.98 0.40
C -0.331 4.818 0.763 -0.50 0.99 -0.51
C -0.033 3.493 0.577 0.04 -0.59 -0.05
N -0.349 2.786 -0.510 -0.76 0.24 -1.10
H -1.618 3.445 -3.404 0.06 -0.18 0.23
H -1.363 2.342 -5.193 0.00 -0.05 0.03
H -0.840 0.188 -6.354 0.00 0.04 0.00
H -0.090 -1.756 -4.896 -0.04 -0.09 0.02
H -0.109 -1.487 -2.466 -0.15 0.03 0.24
H -1.827 5.282 -2.240 -0.02 -0.04 0.03
H -1.312 6.537 -0.145 0.00 0.01 -0.05
H -0.058 5.324 1.680 0.00 -0.08 0.02
H 0.484 2.926 1.341 0.00 -0.04 0.09
C -1.785 -4.661 -1.901 0.07 0.15 0.54
Ge -1.157 -3.677 -0.218 0.15 0.90 0.15
C 0.793 -4.177 -0.133 -0.37 0.12 -0.06
C -1.879 -4.824 1.311 0.05 0.13 -0.45
C -1.672 -1.833 -0.214 1.15 0.65 -0.83
H -1.619 -5.734 -1.825 0.06 -0.31 0.04
H -1.238 -4.287 -2.764 0.14 0.14 -0.07
H -2.844 -4.490 -2.089 -0.13 0.11 0.07
H 0.906 -5.237 0.092 -0.09 -0.18 0.01
H 1.297 -3.618 0.652 0.01 0.13 0.13
H 1.309 -3.979 -1.070 0.05 0.07 -0.16
H -1.954 -5.869 1.019 0.01 -0.33 -0.09
H -2.857 -4.496 1.650 -0.18 0.17 -0.03
H -1.200 -4.759 2.157 0.17 0.09 0.13
H -2.765 -1.826 -0.098 0.17 0.41 0.12
I -3.471 1.322 -0.250 -0.39 -0.05 -0.07
```
Positions in Å, forces in eV/Å.



Entry 4:
C4H10O | ωB97M-V with the def2-TZVPD basis set

The orbital gap comes out at 10.10 eV. The highest occupied orbital energy is -9.193 eV. The structure (SMILES) is C=C(C)CO.[H][H].

Geometry as XYZ:
```
15
Properties=species:S:1:pos:R:3:forces:R:3
C 1.227 -0.871 0.008 -0.12 0.01 0.12
C 0.142 -0.146 0.264 0.15 -0.12 0.03
C 0.175 1.155 1.013 0.04 0.02 0.08
C -1.230 -0.573 -0.183 0.06 0.35 0.06
O -1.317 -1.980 -0.205 -0.24 -0.18 -0.22
H 1.162 -1.825 -0.504 -0.02 0.09 0.09
H 2.214 -0.515 0.297 -0.16 -0.08 0.00
H 1.149 1.652 0.960 -0.15 -0.17 0.02
H -0.592 1.858 0.663 0.15 -0.15 0.00
H -0.042 0.925 2.062 -0.03 0.22 -0.02
H -1.403 -0.140 -1.185 -0.01 -0.09 0.14
H -1.987 -0.127 0.484 0.14 -0.18 -0.04
H -2.130 -2.222 -0.661 0.10 -0.05 0.06
H 1.255 1.772 -1.492 0.09 0.09 -0.20
H 1.377 1.038 -1.520 0.00 0.24 -0.12
```
Positions in Å, forces in eV/Å.



Entry 5:
As4F24Hg | ωB97M-V with the def2-TZVPD basis set

The orbital gap (alpha / beta) comes out at 10.43 / 3.76 eV. Its spin multiplicity is 2. The highest occupied orbital energy (alpha / beta) is -11.375 / -11.271 eV. As for the expectation value of S²: 0.756. Its charge is -1.

Geometry as XYZ:
```
29
Properties=species:S:1:pos:R:3:forces:R:3
Hg 0.189 -0.059 0.238 0.50 0.06 -1.03
As 2.859 1.527 0.700 2.85 1.88 2.20
F 4.242 1.107 1.766 -1.65 -0.40 -1.60
F 3.913 1.904 -0.650 -1.44 -0.32 1.16
F 1.318 1.983 -0.142 0.77 -0.51 -0.33
F 1.703 1.068 1.970 0.18 -0.53 -0.38
F 3.006 3.126 1.478 -0.64 -1.37 -1.53
F 2.649 -0.159 0.048 -0.41 1.11 0.51
As -1.351 -2.564 1.795 -2.80 -4.80 0.51
F -2.252 -1.268 2.626 1.36 -1.46 -1.40
F 0.142 -1.474 1.848 0.21 0.02 0.60
F -0.280 -3.887 1.174 -0.99 2.07 -0.11
F -2.871 -3.592 1.509 2.45 2.13 0.17
F -1.445 -1.894 0.147 -0.27 0.11 0.78
F -1.107 -3.461 3.285 -0.02 1.77 -0.37
As -2.519 2.282 0.422 -0.99 3.86 -0.89
F -1.627 2.308 -1.129 -0.59 -0.92 1.04
F -1.007 3.104 1.032 -2.15 -1.35 -0.05
F -3.407 2.430 1.965 1.56 -0.90 -1.49
F -3.776 1.259 -0.294 1.18 0.88 0.80
F -1.751 0.712 0.837 0.71 -0.73 0.45
F -3.294 3.776 -0.048 0.55 -0.93 0.18
As 0.965 -1.208 -2.966 1.04 -1.06 -4.19
F 0.452 0.279 -2.160 -0.18 0.49 0.89
F 2.630 -0.661 -2.928 -1.45 -0.67 0.71
F 1.479 -2.743 -3.772 -0.74 1.90 1.80
F -0.700 -1.680 -3.011 0.99 0.04 0.37
F 0.807 -0.390 -4.568 -0.03 -0.87 2.09
F 1.033 -1.824 -1.172 0.02 0.49 -0.89
```
Positions in Å, forces in eV/Å.